Entry 1:
Density functional theory data (ωB97M-V with the def2-TZVPD basis set) for a cluster of 2 separate species, C11H14N3 in total.

Atoms and positions in Å:
C  1.435  -2.828  -0.220
C  0.480  -2.525  0.614
C  2.107  -1.985  -1.058
C  -0.482  -0.295  -0.227
C  2.310  -0.205  -2.626
C  1.584  -0.877  -1.610
C  0.213  -0.358  -1.419
C  -0.274  -1.284  0.784
C  -0.373  0.437  -2.510
C  0.655  1.340  -3.202
C  -0.947  2.298  2.869
N  1.958  0.772  -3.335
N  -0.911  -1.140  1.901
N  -1.836  1.425  2.979
H  1.857  -3.749  -0.155
H  0.083  -3.351  1.209
H  3.169  -2.155  -1.385
H  -1.314  0.267  -0.030
H  3.378  -0.553  -2.802
H  -0.713  -0.394  -3.149
H  -1.341  0.951  -2.156
H  0.265  1.531  -4.207
H  0.811  2.274  -2.820
H  -0.845  3.028  3.677
H  -0.124  2.232  2.042
H  -0.969  -1.761  2.705
H  -1.471  -0.371  2.056
H  -2.471  1.495  3.824

Calculated values
ΔE to the lowest compared entry with this formula, charge and spin, kcal per mole: 47.06
HOMO level, eV: -12.661
Orbital gap, eV: 8.3105
Total charge: +1

Entry 2:
Density functional theory data (ωB97M-V with the def2-TZVPD basis set) for the ion C11H14N3 with charge +1.

Atoms and positions in Å:
C  -0.011  2.613  2.758
C  -0.139  2.750  1.409
C  0.346  1.448  3.356
C  0.350  1.743  0.605
C  0.682  0.343  2.557
C  -0.477  -2.146  -2.461
C  0.619  0.506  1.197
C  -1.347  -1.120  -2.315
C  0.347  -0.892  -0.830
C  -2.765  -0.738  -2.839
C  2.303  -1.157  0.609
N  0.606  -1.982  -1.568
N  -0.886  -0.430  -1.171
N  1.065  -0.527  0.281
H  -0.210  3.328  3.439
H  -0.452  3.820  1.037
H  0.390  1.441  4.349
H  0.434  1.961  -0.378
H  0.951  -0.606  2.823
H  -0.588  -2.947  -3.182
H  -3.451  -0.763  -1.916
H  -2.705  0.336  -3.213
H  -2.940  -1.343  -3.602
H  2.897  -0.949  -0.251
H  2.649  -0.665  1.438
H  2.155  -2.147  0.540
H  1.581  -2.280  -1.674
H  -1.408  0.402  -0.996

Calculated values
SMILES: Cc1c[nH]/c(=[N+](\C)c2ccccc2)[nH]1
ΔE to the lowest compared entry with this formula, charge and spin, kcal per mole: 12.79
HOMO level, eV: -12.053
Orbital gap, eV: 9.4772
Total charge: +1

Entry 3:
Density functional theory data (ωB97M-V with the def2-TZVPD basis set) for the ion C11H14N3 with charge +1.

Atoms and positions in Å:
C  3.696  0.233  0.261
C  2.990  1.079  -0.579
C  3.027  -0.766  0.949
C  1.627  0.920  -0.742
C  1.660  -0.921  0.805
C  0.939  -0.085  -0.056
C  -1.476  1.954  -0.688
C  -1.343  0.640  -0.976
C  -0.895  2.571  0.523
C  -0.500  -0.260  -0.254
C  -2.287  -1.872  0.375
N  -1.081  1.672  1.636
N  -1.035  0.527  1.724
N  -0.966  -1.669  -0.257
H  4.761  0.352  0.385
H  3.503  1.859  -1.118
H  3.567  -1.428  1.608
H  1.091  1.559  -1.429
H  1.159  -1.671  1.404
H  -2.208  2.534  -1.223
H  -2.001  0.211  -1.725
H  0.192  2.707  0.491
H  -1.362  3.525  0.775
H  -2.261  -1.467  1.386
H  -3.057  -1.351  -0.189
H  -2.531  -2.933  0.413
H  -1.000  -2.021  -1.225
H  -0.255  -2.208  0.257

Calculated values
⟨S²⟩: 2.037
ΔE to the lowest compared entry with this formula, charge and spin, kcal per mole: 0.00
HOMO level (spin up / spin down), eV: -9.651 / -13.043
Orbital gap (spin up / spin down), eV: 6.7945 / 7.7786
Total charge: +1
2S+1: 3

Entry 4:
Density functional theory data (ωB97M-V with the def2-TZVPD basis set) for a structure of composition C11H14N3O5SV.

Atoms and positions in Å:
V  -1.213  0.772  -0.322
C  1.676  -1.385  -1.399
C  1.746  0.068  -1.124
N  0.732  0.864  -0.832
C  1.226  2.131  -0.623
C  2.578  2.110  -0.789
N  2.877  0.804  -1.124
C  3.608  3.173  -0.553
O  4.599  3.234  -1.459
O  3.536  3.902  0.382
C  0.206  3.159  -0.285
O  0.341  4.336  -0.253
O  -0.960  2.516  -0.030
H  0.641  -1.671  -1.581
H  2.054  -1.953  -0.548
H  2.270  -1.642  -2.275
H  3.805  0.432  -1.262
H  4.364  2.829  -2.304
S  -3.876  1.086  -3.959
C  -2.902  0.808  -2.782
N  -2.145  0.573  -1.875
C  -3.178  -1.387  1.891
C  -1.708  -1.632  1.577
C  -0.805  -1.459  2.787
C  -1.474  -2.948  0.852
O  -1.344  -0.591  0.631
H  -3.508  -2.112  2.636
H  -3.793  -1.507  0.999
H  -3.326  -0.388  2.304
H  -1.018  -2.243  3.513
H  -0.978  -0.496  3.267
H  0.244  -1.537  2.503
H  -1.884  -3.765  1.445
H  -0.411  -3.135  0.707
H  -1.979  -2.944  -0.114

Calculated values
⟨S²⟩: 0.761
ΔE to the lowest compared entry with this formula, charge and spin, kcal per mole: 19.37
HOMO level (spin up / spin down), eV: -12.585 / -12.820
Orbital gap (spin up / spin down), eV: 7.4243 / 8.0154
Total charge: +1
2S+1: 2